Here is a 6-piece molecular cluster, C12H21Cl10N4OP overall at a distorted geometry from the Open Molecules 2025 dataset. Energies are from wB97M-V/def2-TZVPD.

Values from the calculation:
LUMO: 0.0131 hartree
structure (SMILES): N#C[C@H](CCC(N)=O)[C@@H](C#N)[PH2]=N.ClCCl.ClCCl.ClCCl.ClCCl.ClCCl
spin multiplicity: 1
charge: 0

Cartesian coordinates (Å):
1 Cl 5.91 -2.12 2.06
2 Cl -1.73 2.34 0.17
3 Cl -7.36 2.28 3.65
4 Cl -5.48 0.25 0.14
5 Cl -9.41 2.79 1.62
6 Cl -5.89 2.78 -1.30
7 Cl -2.26 5.21 0.45
8 Cl 1.01 3.52 -1.83
9 Cl 5.82 -4.31 4.01
10 Cl 3.02 2.88 0.23
11 P 0.26 -0.89 -1.16
12 O 4.31 -0.25 -2.98
13 N 1.42 0.06 -1.56
14 N 5.05 0.07 -0.86
15 N 2.59 -2.00 1.28
16 N -1.22 -4.07 -0.29
17 C -2.86 3.66 -0.17
18 C 5.06 -2.82 3.45
19 C 1.36 3.38 -0.10
20 C 2.04 -3.07 -1.03
21 C 4.43 -2.20 -1.64
22 C -0.43 -3.46 -0.85
23 C -9.06 2.67 3.35
24 C 0.60 -2.68 -1.51
25 C 3.07 -2.69 -2.14
26 C 2.34 -2.45 0.26
27 C -6.53 1.66 -0.08
28 C 4.57 -0.70 -1.89
29 H -3.80 3.44 0.32
30 H 5.17 -0.42 0.01
31 H 3.20 -3.59 -2.74
32 H 5.21 -2.67 -2.24
33 H -9.67 1.89 3.77
34 H 1.18 0.75 -2.26
35 H 5.09 -2.09 4.26
36 H -2.98 3.74 -1.24
37 H -0.01 -0.90 0.21
38 H -7.51 1.32 -0.40
39 H -9.28 3.63 3.81
40 H -6.59 2.19 0.86
41 H 4.53 0.93 -0.75
42 H 4.05 -3.03 3.15
43 H 2.03 -4.15 -0.91
44 H 2.64 -1.93 -2.80
45 H 4.62 -2.49 -0.61
46 H 0.70 2.64 0.32
47 H 0.56 -2.82 -2.59
48 H 1.20 4.35 0.36
49 H -0.98 -0.64 -1.78

---

Here is a 2-piece molecular cluster, C5H13N overall at a distorted geometry from the Open Molecules 2025 dataset. Energies are from wB97M-V/def2-TZVPD.

Values from the calculation:
LUMO: 0.0336 hartree
structure (SMILES): C=CC.CNC
spin multiplicity: 1
charge: 0

Cartesian coordinates (Å):
1 N 2.23 -1.69 1.67
2 C 3.44 -1.02 1.89
3 C -3.80 1.38 -0.59
4 C -1.89 1.34 -2.17
5 C -2.43 1.35 -0.71
6 C 1.57 -1.40 0.37
7 H -4.36 1.83 0.26
8 H 1.56 -1.28 2.33
9 H 0.97 -2.30 -0.04
10 H -4.50 0.81 -1.22
11 H -2.06 0.41 -2.63
12 H 3.90 -1.57 2.68
13 H 4.13 -0.97 0.91
14 H -1.76 1.13 0.13
15 H 0.85 -0.53 0.44
16 H -2.47 1.91 -2.83
17 H -0.95 1.80 -2.18
18 H 3.28 0.05 2.24
19 H 2.28 -1.24 -0.55

---

Here is one molecule with the formula C21H17IN4O at a distorted geometry from the Open Molecules 2025 dataset. Energies are from wB97M-V/def2-TZVPD.

Values from the calculation:
LUMO: -0.0249 hartree
structure (SMILES): Cc1nn(-c2ccccc2)c(C)c1/C=C(\I)c1nc2ccccc2[nH]c1=O
spin multiplicity: 1
charge: 0

Cartesian coordinates (Å):
1 I -1.98 2.30 0.52
2 O -3.93 -0.82 1.09
3 N -3.65 -1.74 3.10
4 N -1.11 -0.43 3.24
5 N 2.37 1.23 -1.50
6 N 1.60 0.89 -2.49
7 C -1.21 0.25 1.04
8 C -2.72 -2.01 4.14
9 C -1.48 -1.29 4.26
10 C 0.49 0.14 -2.04
11 C -0.79 -2.44 6.20
12 C -3.24 -0.91 2.09
13 C -3.03 -3.02 5.07
14 C -1.83 -0.37 2.18
15 C -0.55 -1.47 5.23
16 C -2.00 -3.29 6.03
17 C 2.48 1.32 0.93
18 C 1.19 2.12 -6.05
19 C 3.41 2.63 -5.32
20 C -0.71 -0.42 -2.66
21 C 0.89 1.43 -4.87
22 C 2.42 2.75 -6.35
23 C 1.84 1.41 -3.83
24 C -0.21 -0.52 0.31
25 C 3.10 1.95 -4.10
26 C 1.90 0.76 -0.39
27 C 0.69 0.09 -0.68
28 H -0.04 -1.49 0.65
29 H -0.08 -2.59 6.93
30 H -4.25 -2.54 2.90
31 H -2.01 -4.11 6.76
32 H 0.36 2.05 -6.74
33 H 0.36 -0.94 5.31
34 H -0.47 -0.98 -3.53
35 H -0.12 1.08 -4.82
36 H 3.91 1.78 -3.37
37 H 2.27 2.42 0.84
38 H 4.28 3.30 -5.56
39 H -1.27 0.44 -3.13
40 H 3.55 1.43 1.05
41 H -3.89 -3.65 4.96
42 H 2.10 0.88 1.79
43 H 2.46 3.36 -7.31
44 H -1.13 -0.98 -1.88

---

Here is a 2-piece molecular cluster, C2H4Cl3OP overall at a distorted geometry from the Open Molecules 2025 dataset. Energies are from wB97M-V/def2-TZVPD.

Values from the calculation:
LUMO: 0.0062 hartree
spin multiplicity: 1
charge: 0

Cartesian coordinates (Å):
1 Cl -2.46 -2.72 0.66
2 Cl -1.44 -2.37 -2.05
3 Cl -3.26 -0.49 -1.01
4 P 0.49 -0.07 -1.17
5 O -1.23 0.07 0.94
6 C -0.77 -0.77 0.00
7 C -1.93 -1.52 -0.57
8 H 0.05 1.20 -1.50
9 H 1.25 0.50 -0.10
10 H -0.59 0.58 1.55
11 H 0.11 -2.03 0.52

---

Here is an isolated ion of composition C21H16BrS and charge +1 at a distorted geometry from the Open Molecules 2025 dataset. Energies are from wB97M-V/def2-TZVPD.

Values from the calculation:
LUMO: -0.1375 hartree
spin multiplicity: 1
charge: +1

Cartesian coordinates (Å):
1 Br 0.45 0.49 5.07
2 S -0.39 -1.57 -0.06
3 C -1.93 0.65 -0.59
4 C -2.77 -0.14 -1.45
5 C 1.20 1.99 0.65
6 C -0.47 0.27 -0.31
7 C -2.50 1.78 0.01
8 C 1.82 2.65 1.75
9 C 0.69 1.20 3.28
10 C 0.27 0.97 0.87
11 C 1.89 -2.23 -1.59
12 C -4.61 1.45 -1.21
13 C 3.27 -2.33 -1.80
14 C 0.10 0.55 2.22
15 C -2.30 -1.43 -2.02
16 C 1.57 2.24 3.07
17 C -1.22 -2.16 -1.51
18 C -3.84 2.14 -0.27
19 C 1.36 -1.87 -0.35
20 C 3.57 -1.78 0.55
21 C 2.20 -1.68 0.72
22 C 4.12 -2.11 -0.69
23 C -4.03 0.33 -1.79
24 H 3.68 -2.58 -2.82
25 H 1.46 2.25 -0.38
26 H -2.80 -1.86 -2.90
27 H -0.49 -0.31 2.45
28 H 4.26 -1.59 1.37
29 H -5.60 1.77 -1.42
30 H 2.10 2.69 3.90
31 H -0.94 -3.15 -1.97
32 H -1.97 2.37 0.72
33 H -4.31 3.00 0.20
34 H 1.26 -2.31 -2.47
35 H -4.67 -0.18 -2.48
36 H 5.20 -2.10 -0.83
37 H 1.79 -1.43 1.70
38 H 0.10 0.50 -1.23
39 H 2.49 3.49 1.61